# 1
DFT (wB97M-V/def2-TZVPD) results for a molecular structure, C4H5B2F11O2Sn.

```
25
Properties=species:S:1:pos:R:3
Sn -12.83 -2.47 15.73
F -9.42 -6.81 18.65
F -10.60 -1.61 12.05
F -10.62 -3.86 11.69
F -17.26 0.79 17.93
F -15.28 -0.19 18.22
F -16.75 -1.39 17.20
F -8.68 -2.53 11.34
F -15.80 0.31 16.17
F -7.87 -8.22 18.07
F -9.40 -3.08 13.35
F -7.75 -6.08 17.55
O -10.33 -6.60 16.00
O -8.70 -8.01 15.47
C -8.34 -8.97 13.24
C -9.31 -7.26 16.34
C -9.20 -7.94 14.07
C -8.56 -7.14 17.68
B -16.30 -0.11 17.37
B -9.82 -2.77 12.05
H -8.69 -8.96 12.21
H -8.36 -9.99 13.64
H -7.34 -8.56 13.21
H -10.16 -8.46 14.03
H -9.49 -6.96 13.70
```

Output
relative energy (zero: lowest compared OMol25 entry of this formula, charge and spin): 157.75 kcal/mol
gap between HOMO and LUMO: 3.81 eV
HOMO: -11.59 eV
2S+1: 1
E_LUMO: -7.8 eV
E_tot: -45404.5883 eV

These are the Mulliken partial charges, in e, on atoms 1 to 4:
1 Sn 1.903
2 F -0.244
3 F -0.386
4 F -0.384

# 2
DFT (wB97M-V/def2-TZVPD) results for 12 unconnected molecules or ions with the total composition C7H36NO11.

```
55
Properties=species:S:1:pos:R:3
O 3.01 0.18 -3.22
O 0.16 -3.11 3.61
O 0.48 0.27 -4.16
O -0.91 -3.15 0.72
O -2.75 2.31 -3.23
O 0.05 2.60 -1.72
O -3.44 -1.97 0.45
O 0.87 -4.40 -1.22
O 0.53 -1.99 -2.51
O -2.97 2.22 3.83
O -3.35 2.11 0.18
N 2.02 1.07 -0.90
C -0.65 2.03 1.91
C 0.18 0.85 1.53
C 2.78 0.08 -0.05
C -0.24 -0.13 0.74
C 1.56 0.88 2.11
C 1.70 1.12 3.41
C 2.85 0.48 1.39
H -0.95 2.73 1.13
H 3.69 1.16 1.57
H -3.22 1.75 3.03
H -0.37 1.76 -1.93
H -1.24 -0.11 0.31
H -4.06 2.56 -0.28
H 3.23 0.99 -3.71
H -1.56 -3.76 0.38
H 0.87 1.36 4.06
H -0.38 -0.10 -3.93
H 1.59 -4.79 -0.72
H -3.04 1.42 -3.46
H -0.20 -3.18 0.06
H 2.48 -0.27 -3.90
H 0.47 -2.91 -2.23
H 1.08 0.69 -0.77
H 2.40 -0.90 -0.32
H 0.37 -5.12 -1.63
H 0.19 -1.12 0.68
H 3.81 0.02 -0.42
H -0.56 -3.40 4.18
H -3.65 1.38 0.72
H -3.57 -2.91 0.59
H 2.24 1.01 -1.91
H -1.66 1.67 2.14
H -2.84 -1.68 1.15
H -3.25 2.41 -2.41
H 0.38 0.91 -4.87
H -0.53 3.30 -2.03
H 1.37 -1.55 -2.67
H -0.35 2.69 2.70
H -0.17 -3.31 2.72
H 2.16 2.00 -0.52
H -2.64 3.06 3.51
H 2.64 1.08 3.95
H 3.37 -0.30 1.97
```

Output
relative energy (zero: lowest compared OMol25 entry of this formula, charge and spin): 87.42 kcal/mol
gap between HOMO and LUMO: 9.09 eV
HOMO: -11.61 eV
2S+1: 1
E_LUMO: -2.5 eV
E_tot: -31848.1119 eV
total charge: +1

These are the Mulliken partial charges, in e, on atoms 1 to 4:
1 O -0.655
2 O -0.634
3 O -0.504
4 O -0.485

# 3
DFT (wB97M-V/def2-TZVPD) results for a molecular structure, H16O32S6Zn4.

```
58
Properties=species:S:1:pos:R:3
Zn 0.91 2.34 1.32
Zn -1.82 -2.36 -1.53
Zn -1.24 -1.35 2.75
Zn 2.54 -1.74 0.52
S 1.77 -0.35 3.20
S 3.30 3.66 -0.53
S -0.33 -0.10 -0.17
S -3.88 -2.38 1.05
S -1.75 2.10 3.31
S 0.04 -3.74 0.82
O -0.60 -3.32 -0.46
O -0.32 -2.43 -2.99
O 0.11 4.23 0.27
O -1.29 -0.43 -1.25
O 1.61 0.86 2.39
O 1.46 -3.31 0.80
O -1.30 1.33 -3.56
O 3.33 4.90 0.26
O 0.00 -5.19 0.84
O 0.42 -0.81 3.58
O -5.33 -2.13 1.02
O -0.62 -3.15 1.98
O -3.07 2.56 2.90
O -3.28 -1.38 1.98
O 4.64 3.09 -0.71
O -1.29 2.83 4.51
O 0.90 -0.92 -0.26
O -1.89 0.61 3.46
O -3.29 -2.18 -0.31
O 2.50 2.64 0.23
O 0.06 1.29 -0.19
O 2.91 -2.27 -1.58
O -1.02 -0.47 1.06
O -0.76 2.39 2.23
O 2.64 3.89 -1.83
O 2.47 -1.40 2.42
O -3.66 -3.78 1.46
O 3.60 0.05 0.28
O 2.10 1.34 -2.60
O 2.51 -0.07 4.44
O -3.09 -1.61 -2.98
O -3.38 1.08 0.17
H -2.73 0.53 -0.27
H -0.55 1.93 -3.42
H 4.49 0.29 0.54
H 1.72 0.87 -1.84
H 3.53 -1.89 -2.21
H 2.39 -2.91 -2.07
H 0.12 -1.81 -3.58
H 2.11 2.30 -2.34
H 3.18 0.90 0.01
H 0.69 4.96 0.53
H -1.23 0.70 -2.82
H 0.26 -3.20 -2.94
H -3.67 -2.09 -3.59
H -3.82 1.57 -0.54
H -3.34 -0.68 -3.06
H 0.20 4.18 -0.69
```

Output
gap between HOMO and LUMO: 2.99 eV
HOMO: 3.03 eV
2S+1: 1
E_LUMO: 6.0 eV
E_tot: -324468.7566 eV
total charge: -4

These are the Mulliken partial charges, in e, on atoms 1 to 4:
1 Zn 0.791
2 Zn 0.601
3 Zn 0.106
4 Zn -0.105

# 4
DFT (wB97M-V/def2-TZVPD) results for a single CHBrN4O molecule.

```
8
Properties=species:S:1:pos:R:3
Br 0.07 0.04 2.06
O -0.10 0.03 -0.71
N -0.24 2.13 0.00
N -0.08 3.12 0.88
N 1.38 2.91 2.66
N 0.64 2.98 1.82
C -0.08 0.92 0.26
H -0.11 -0.88 -0.39
```

Output
relative energy (zero: lowest compared OMol25 entry of this formula, charge and spin): 13.40 kcal/mol
gap between HOMO and LUMO: 9.46 eV
HOMO: -9.28 eV
2S+1: 1
E_LUMO: 0.2 eV
E_tot: -79099.8178 eV

These are the Mulliken partial charges, in e, on atoms 1 to 4:
1 Br -0.229
2 O -0.397
3 N -0.079
4 N -0.557

# 5
DFT (wB97M-V/def2-TZVPD) results for a single C5H7NS molecule.

```
14
Properties=species:S:1:pos:R:3
S -2.66 -0.08 -0.58
N -1.99 -0.55 0.89
C 0.61 1.79 -0.13
C 0.34 0.52 0.38
C 1.01 -0.48 -0.37
C -0.83 0.02 1.22
C 0.94 -1.76 -0.27
H -1.83 0.76 -1.51
H 1.64 1.86 -0.72
H 0.56 -2.29 0.90
H -0.84 -0.08 2.25
H 1.56 -2.43 -1.06
H 0.12 2.61 0.41
H 1.37 0.10 -1.40
```

Output
relative energy (zero: lowest compared OMol25 entry of this formula, charge and spin): 128.26 kcal/mol
gap between HOMO and LUMO: 8.80 eV
HOMO: -8.69 eV
structure (SMILES): C=CC(=C)/C=N\S
2S+1: 1
E_LUMO: 0.1 eV
E_tot: -17618.0839 eV

These are the Mulliken partial charges, in e, on atoms 1 to 4:
1 S -0.146
2 N -0.308
3 C -0.758
4 C 0.644

# 6
DFT (wB97M-V/def2-TZVPD) results for a molecular structure, C12H24Cl2GdN3O2P2.

```
46
Properties=species:S:1:pos:R:3
Gd 0.72 1.59 0.61
Cl 0.43 3.77 1.79
Cl 1.32 -1.48 0.01
P -0.18 -0.39 2.51
P 0.00 0.94 -2.10
O -1.24 -2.59 -0.46
O -2.53 0.31 0.25
N -0.14 -1.66 5.01
N 1.09 0.44 4.81
N -1.35 0.44 4.84
C -1.61 0.41 3.40
C 1.29 0.39 3.34
C -0.11 -2.87 -0.80
C -0.13 1.19 5.17
C 1.07 -0.91 5.41
C -1.58 1.39 -2.91
C 1.13 2.31 -2.61
C -0.15 -1.94 3.55
C -1.33 -0.92 5.44
C 0.52 -0.43 -3.20
C -1.45 0.80 0.24
C 0.62 -4.02 -1.36
H -1.78 1.42 3.03
H -1.33 -0.82 6.55
H -2.00 2.30 -2.46
H -0.21 -1.25 -3.19
H 0.57 -0.04 -4.22
H -1.41 1.57 -3.97
H -2.21 -1.48 5.12
H -2.28 0.55 -2.81
H 1.07 -0.80 6.53
H 1.94 -1.49 5.09
H -0.04 -4.85 -1.73
H -0.11 1.35 6.27
H 2.16 2.11 -2.25
H 1.44 1.44 2.96
H 1.29 -3.59 -2.13
H 2.23 -0.16 3.10
H 0.78 3.29 -2.26
H -0.14 2.16 4.67
H 1.51 -0.81 -2.91
H -2.50 -0.18 3.17
H -1.02 -2.56 3.29
H 1.38 -4.30 -0.61
H 0.75 -2.53 3.28
H 1.14 2.30 -3.70
```

Output
relative energy (zero: lowest compared OMol25 entry of this formula, charge and spin): 9.63 kcal/mol
⟨S²⟩: 16.140
gap between HOMO and LUMO (alpha / beta): 6.80 / 4.30 eV
HOMO (alpha / beta): -14.37 / -14.15 eV
2S+1: 8
E_LUMO (alpha / beta): -7.6 / -9.9 eV
E_tot: -85839.5582 eV
total charge: +2

These are the Mulliken partial charges, in e, on atoms 1 to 4:
1 Gd 0.910
2 Cl -0.374
3 Cl -0.337
4 P 0.849

# 7
DFT (wB97M-V/def2-TZVPD) results for 3 unconnected molecules or ions with the total composition C5H10O.

```
16
Properties=species:S:1:pos:R:3
O 2.51 0.00 1.39
C -1.61 1.18 -0.48
C 2.46 -0.79 0.48
C -0.69 0.04 -0.52
C -1.95 -0.16 0.19
C 0.32 -0.54 -1.15
H 0.96 0.02 -1.82
H -1.45 2.02 0.19
H 0.07 0.95 1.44
H -1.98 -0.15 1.28
H 0.75 0.80 1.69
H -2.09 1.43 -1.42
H 0.48 -1.61 -1.06
H -2.67 -0.83 -0.27
H 2.87 -0.56 -0.53
H 2.03 -1.81 0.60
```

Output
relative energy (zero: lowest compared OMol25 entry of this formula, charge and spin): 98.89 kcal/mol
gap between HOMO and LUMO: 10.55 eV
HOMO: -9.81 eV
structure (SMILES): C=C1CC1.[H][H].C=O
2S+1: 1
E_LUMO: 0.7 eV
E_tot: -7390.4771 eV

These are the Mulliken partial charges, in e, on atoms 1 to 4:
1 O -0.466
2 C -0.495
3 C -0.060
4 C 0.539

# 8
DFT (wB97M-V/def2-TZVPD) results for a single C5H6N4 molecule.

```
15
Properties=species:S:1:pos:R:3
N -0.35 0.51 0.96
N -1.97 -0.74 -0.60
N -1.45 3.03 -1.55
N 0.19 -0.35 -0.03
C 2.23 -0.61 1.18
C -1.52 2.06 -0.75
C 1.45 -0.71 0.02
C -0.73 -1.03 -0.86
C -1.13 1.40 0.60
H 1.68 -1.19 -0.91
H 2.01 -0.15 2.22
H 3.38 -0.88 0.65
H -1.17 2.05 1.70
H -0.26 -1.76 -1.67
H -2.36 -1.62 -0.97
```

Output
relative energy (zero: lowest compared OMol25 entry of this formula, charge and spin): 137.12 kcal/mol
gap between HOMO and LUMO: 8.18 eV
HOMO: -8.38 eV
structure (SMILES): [H]/N=C/N(C=C)/N=C\C#N
2S+1: 1
E_LUMO: -0.2 eV
E_tot: -11235.7212 eV

These are the Mulliken partial charges, in e, on atoms 1 to 4:
1 N -0.485
2 N -0.607
3 N -0.423
4 N 0.415

# 9
DFT (wB97M-V/def2-TZVPD) results for 2 unconnected molecules or ions with the total composition C3H5N6.

```
14
Properties=species:S:1:pos:R:3
N -2.46 -0.91 -0.49
N -2.67 -0.95 0.82
N 0.47 1.72 -0.31
N -2.43 1.15 0.31
N -2.68 0.28 1.29
N 0.81 2.87 -0.71
C 0.04 -0.66 0.55
C -2.30 0.33 -0.74
C 0.26 0.69 0.17
H 0.83 -0.74 1.36
H 0.12 -1.35 -0.32
H -2.31 0.77 -1.75
H 0.05 3.54 -0.97
H -0.89 -0.93 1.08
```

Output
relative energy (zero: lowest compared OMol25 entry of this formula, charge and spin): 36.19 kcal/mol
gap between HOMO and LUMO: 8.33 eV
HOMO: -4.25 eV
2S+1: 1
E_LUMO: 4.1 eV
E_tot: -12129.4494 eV
total charge: -1

These are the Mulliken partial charges, in e, on atoms 1 to 4:
1 N -0.418
2 N -0.455
3 N 0.747
4 N -0.317

# 10
DFT (wB97M-V/def2-TZVPD) results for a molecular structure, C40H45BCoN7O2SSi.

```
98
Properties=species:S:1:pos:R:3
Co 0.74 0.15 -0.47
S -0.95 -2.08 -2.10
Si 1.85 -1.36 2.30
O 0.38 1.18 -2.28
O -3.61 2.05 -3.21
N 1.83 -1.11 -1.72
N -0.67 -2.08 1.36
N -0.16 1.66 2.43
N -1.76 1.38 -1.46
N -1.16 1.31 -0.21
N -3.45 -1.21 -2.15
N -2.98 -2.82 -3.69
C 2.76 -2.93 1.78
C -1.87 1.79 0.73
C -2.51 -2.04 -2.68
C -2.36 0.93 -6.42
C -3.04 -4.85 -4.96
C 2.75 -4.06 2.61
C 2.36 -0.60 6.42
C 3.88 -0.51 4.11
C -0.40 -4.58 -5.70
C 3.42 -5.22 2.25
C -0.86 1.27 -2.44
C -0.36 -3.42 0.84
C 4.45 -0.14 5.32
C -1.13 -5.66 -6.16
C -0.97 -3.62 -4.87
C -2.10 -1.80 1.40
C -1.58 -4.14 0.31
C -2.65 -4.27 1.39
C -2.46 -5.79 -5.79
C -1.42 1.21 -3.82
C 1.81 -0.97 5.20
C 4.16 -4.17 0.23
C 0.03 -1.80 2.61
C 4.13 -5.28 1.06
C -3.20 1.43 -5.44
C -1.43 1.89 2.13
C -1.96 2.36 4.41
C 2.40 -1.60 -2.60
C 3.68 -0.18 6.49
C 0.23 1.77 3.69
C -2.30 -3.77 -4.49
C -2.91 -2.91 2.08
C 2.56 -0.94 4.02
C -0.64 2.12 4.72
C -0.60 0.71 -4.83
C -2.74 1.57 -4.13
C 3.49 -3.01 0.60
C -1.06 0.56 -6.12
C -2.37 2.25 3.10
C 2.08 -0.01 1.10
B 3.14 -2.29 -3.82
H -0.07 -2.62 3.35
H -4.20 -0.91 -2.76
H 5.48 0.19 5.37
H 2.20 -4.04 3.55
H -3.57 -4.67 0.97
H 4.69 -4.20 -0.71
H -2.31 -5.00 2.13
H -2.25 -0.86 1.92
H -3.05 -6.63 -6.14
H 1.28 1.57 3.89
H -1.98 -3.62 -0.57
H -3.06 -0.45 -1.59
H -2.85 2.18 0.50
H 4.30 -1.94 -3.80
H -2.46 -1.66 0.38
H -3.97 -2.65 2.06
H 4.12 0.11 7.43
H -2.62 -2.96 3.14
H -3.40 2.43 2.81
H -3.98 -2.84 -3.78
H 0.41 0.41 -4.55
H -2.74 0.82 -7.43
H -1.28 -5.13 -0.04
H 2.01 0.95 1.63
H 2.58 -1.92 -4.84
H 1.76 -0.64 7.32
H -0.43 -0.92 3.08
H 0.07 -4.03 1.65
H -4.08 -4.96 -4.65
H -0.41 0.15 -6.89
H -0.39 -2.78 -4.53
H -2.67 2.64 5.19
H 4.64 -6.19 0.77
H 0.41 -3.35 0.06
H 3.04 -3.50 -3.67
H 3.50 -2.16 -0.08
H -0.27 2.19 5.74
H -0.67 -6.40 -6.80
H 4.49 -0.47 3.21
H -4.22 1.72 -5.66
H 3.10 -0.08 0.69
H -3.14 2.00 -2.34
H 0.78 -1.30 5.17
H 0.64 -4.46 -5.98
H 3.39 -6.09 2.91
```

Output
relative energy (zero: lowest compared OMol25 entry of this formula, charge and spin): 0.00 kcal/mol
⟨S²⟩: 3.758
gap between HOMO and LUMO (alpha / beta): 7.03 / 7.33 eV
HOMO (alpha / beta): -5.14 / -5.45 eV
2S+1: 4
E_LUMO (alpha / beta): 1.9 / 1.9 eV
E_tot: -113755.6319 eV
total charge: -1

These are the Mulliken partial charges, in e, on atoms 1 to 4:
1 Co -0.080
2 S 0.125
3 Si -0.749
4 O -0.826

# 11
DFT (wB97M-V/def2-TZVPD) results for a gas-phase ion, C3H8N3S (charge +1).

```
15
Properties=species:S:1:pos:R:3
S -2.36 0.02 -0.12
N 0.29 -0.60 0.13
N -0.29 -1.41 -0.84
N -0.22 1.75 -0.16
C -0.44 0.41 0.65
C 1.65 -0.81 0.50
C -1.51 -1.11 -1.05
H 1.75 -0.36 1.43
H -2.03 -1.93 -1.74
H -1.01 1.69 -0.87
H 0.75 1.63 -0.47
H -0.19 2.44 0.59
H -0.37 0.50 1.72
H 1.74 -1.84 0.55
H 2.24 -0.37 -0.31
```

Output
relative energy (zero: lowest compared OMol25 entry of this formula, charge and spin): 66.44 kcal/mol
gap between HOMO and LUMO: 8.55 eV
HOMO: -12.93 eV
structure (SMILES): CN1N=CS[C@@H]1[NH3+]
2S+1: 1
E_LUMO: -4.4 eV
E_tot: -18536.6245 eV
total charge: +1

These are the Mulliken partial charges, in e, on atoms 1 to 4:
1 S -0.115
2 N 0.485
3 N -0.663
4 N -0.194

# 12
DFT (wB97M-V/def2-TZVPD) results for a molecular structure, C4H8O2.

```
14
Properties=species:S:1:pos:R:3
O 0.21 -0.45 1.47
O 0.85 -1.03 -1.82
C -1.11 -0.05 1.13
C 0.39 0.52 -0.69
C -1.06 0.26 -0.38
C 1.07 0.30 0.62
H 2.04 -0.19 0.58
H 0.91 0.10 -1.86
H 1.73 -1.31 -1.53
H -1.39 -0.59 -0.99
H 1.22 1.33 1.03
H -1.40 0.84 1.70
H -1.68 1.12 -0.66
H -1.78 -0.87 1.40
```

Output
relative energy (zero: lowest compared OMol25 entry of this formula, charge and spin): 107.67 kcal/mol
gap between HOMO and LUMO: 9.80 eV
HOMO: -9.04 eV
2S+1: 1
E_LUMO: 0.8 eV
E_tot: -8368.6127 eV

These are the Mulliken partial charges, in e, on atoms 1 to 4:
1 O -0.379
2 O -0.613
3 C -0.464
4 C -0.230

# 13
DFT (wB97M-V/def2-TZVPD) results for a molecular structure, C26H22I2MnN6OS.

```
59
Properties=species:S:1:pos:R:3
I -1.31 6.85 -2.96
I -1.84 4.50 2.46
Mn -0.13 0.41 -0.10
S -2.18 -0.23 -0.75
O -0.70 1.97 0.76
N 1.87 0.58 -0.06
N -0.14 -0.49 1.62
N 0.40 -1.29 -0.99
N -2.72 -2.66 -1.64
N -0.48 -2.24 -1.42
N -0.08 1.67 -1.70
C -0.09 -2.37 6.03
C 1.66 -1.55 -1.09
C -1.29 -0.29 6.28
C 2.55 1.62 0.43
C -0.24 3.69 -3.59
C -1.10 5.21 -1.74
C -0.51 2.90 -1.36
C -1.12 -0.02 4.94
C 0.08 -2.12 4.68
C 3.91 -0.51 -0.63
C 2.53 -0.48 -0.58
C -0.85 3.03 0.02
C 3.93 1.65 0.42
C -2.54 -4.02 -2.15
C 0.20 2.43 -3.93
C -1.72 -1.84 -1.30
C -0.27 -0.66 2.75
C -0.77 -1.46 6.82
C 0.26 1.44 -2.96
C 2.23 -2.81 -1.65
C -1.44 5.33 -0.41
C -1.32 4.26 0.49
C 4.62 0.57 -0.12
C -0.62 3.95 -2.26
C -2.77 -4.10 -3.65
C -0.43 -0.94 4.15
H 2.94 -3.25 -0.94
H 0.61 -2.82 4.05
H 1.45 -3.52 -1.85
H 0.49 2.20 -4.95
H 2.78 -2.60 -2.57
H 5.70 0.57 -0.15
H 4.45 2.51 0.83
H -3.23 -4.67 -1.61
H -2.67 -5.13 -3.99
H 0.30 -3.28 6.46
H 0.56 0.43 -3.20
H -1.52 0.88 4.49
H 4.42 -1.36 -1.05
H 1.97 2.43 0.84
H -3.66 -2.30 -1.57
H -3.76 -3.76 -3.92
H -0.31 4.47 -4.34
H -1.81 6.28 -0.04
H -1.53 -4.33 -1.89
H -0.90 -1.66 7.88
H -2.03 -3.50 -4.19
H -1.82 0.41 6.91
```

Output
relative energy (zero: lowest compared OMol25 entry of this formula, charge and spin): 0.00 kcal/mol
⟨S²⟩: 1.129
gap between HOMO and LUMO (alpha / beta): 4.76 / 5.17 eV
HOMO (alpha / beta): -13.38 / -13.52 eV
2S+1: 2
E_LUMO (alpha / beta): -8.6 / -8.4 eV
E_tot: -96650.3537 eV
total charge: +2

These are the Mulliken partial charges, in e, on atoms 1 to 4:
1 I 0.231
2 I 0.195
3 Mn -0.100
4 S -0.477